[1]
79
Properties=species:S:1:pos:R:3:forces:R:3 method="wB97M-V/def2-TZVPD" e_lumo_ev=-5.937 e_tot_ev=-54040.9958 homo_lumo_gap_ev=4.3 charge=+1
C 0.611357 -2.215366 1.272775 1.5 -1.2 2.7
C -0.369741 -2.614636 2.298806 -0.3 -0.1 -0.2
C -0.341338 -2.063743 3.614465 -0.1 0.4 -0.1
C -1.278430 -2.417893 4.583497 0.0 -0.3 -0.2
C -2.230215 -3.417779 4.320269 0.4 0.5 -0.2
C -2.238022 -4.026775 3.062188 0.2 0.0 -0.2
C -1.317879 -3.650573 2.078352 -0.4 -0.2 0.2
C 1.368441 -3.221267 0.504067 0.9 0.2 -0.9
C 2.686694 -2.703407 0.249201 -0.5 -1.3 0.0
C 3.737614 -3.509886 -0.161548 -0.5 0.5 0.0
C 3.488000 -4.867021 -0.385820 -0.5 -0.2 0.0
C 2.202404 -5.386500 -0.195757 -0.1 0.2 0.0
C 1.143723 -4.572298 0.241771 0.0 -0.1 -0.1
C 2.771262 -1.377878 0.821726 0.1 1.3 0.9
C 1.527852 -1.084605 1.474861 0.9 0.1 -0.6
C 1.465695 0.060358 2.272053 -0.2 0.3 0.0
C 2.586310 0.891467 2.399375 0.3 -0.1 0.0
C 3.795446 0.575183 1.764858 -0.4 0.2 0.2
C 3.901244 -0.581195 0.986014 -0.8 -0.5 -0.5
H 0.449391 -1.361826 3.888622 -0.4 -0.3 -0.1
H -1.267943 -1.909376 5.550492 0.1 -0.3 -0.3
H -2.950105 -3.711676 5.089967 0.3 0.1 -0.3
H -2.986985 -4.797754 2.855399 0.4 0.3 0.0
H -1.382645 -4.156400 1.115373 0.0 0.3 0.4
H 4.731336 -3.075597 -0.269273 -0.2 -0.3 0.0
H 4.294392 -5.529847 -0.694153 -0.2 0.2 0.1
H 2.007985 -6.446796 -0.361099 0.1 0.3 0.0
H 0.152900 -4.996285 0.380891 0.4 -0.1 0.0
H 0.547769 0.325013 2.788291 0.2 0.1 -0.2
H 2.523486 1.790064 3.022686 0.0 -0.4 -0.3
H 4.661296 1.235015 1.878635 -0.4 -0.3 0.0
H 4.829544 -0.860331 0.483948 -0.2 0.2 0.3
C -3.120879 1.728787 2.575760 -0.1 0.0 -0.2
C -2.209824 0.728688 2.223855 0.0 0.4 0.0
C -1.365434 0.922688 1.131813 0.1 -0.3 0.1
C -1.421936 2.074230 0.330611 0.2 0.5 0.7
Si -0.573696 2.228560 -1.328110 -1.0 -0.9 -1.0
C -0.977705 3.892255 -2.063431 0.1 0.1 0.1
C -0.525734 5.033587 -1.377856 -0.2 0.2 -0.4
C -0.803174 6.315234 -1.861828 -0.1 -0.3 0.0
C -1.568983 6.471134 -3.021579 0.1 -0.3 0.1
C -2.021768 5.344212 -3.707469 0.2 -0.2 0.1
C -1.700657 4.057351 -3.248075 -0.1 0.4 -0.1
C 1.174550 1.770058 -1.737267 0.7 0.2 0.5
C 2.254276 2.179128 -0.939010 0.0 -0.2 -0.3
C 3.567565 1.926322 -1.337835 0.0 -0.1 0.1
C 3.829119 1.244603 -2.528848 -0.2 0.1 0.1
C 2.762661 0.831234 -3.331352 -0.1 0.2 0.2
C 1.449754 1.118114 -2.949834 0.2 -0.2 0.0
O -1.428793 1.029970 -2.218703 0.4 0.9 0.0
C -1.630803 -0.233463 -1.850312 0.9 -0.8 0.9
C -0.847612 -1.078254 -1.086348 -1.3 1.8 -2.0
C -1.593076 -2.328959 -0.855270 -0.3 -0.7 0.6
C -2.875867 -2.240236 -1.714533 -0.2 -0.6 -0.1
C -2.924004 -0.840317 -2.313502 -0.2 0.1 0.0
C -2.333539 3.081203 0.708153 -0.2 -0.5 0.2
C -3.203815 2.884333 1.791505 0.2 0.0 0.0
H -3.759943 1.598525 3.456999 0.2 0.1 -0.5
H -2.156012 -0.200178 2.792746 0.0 0.3 -0.1
H -0.643691 0.137141 0.900557 -0.5 0.5 0.0
H 0.037345 4.920478 -0.450342 -0.1 0.1 -0.2
H -0.439867 7.186500 -1.321761 -0.1 -0.1 -0.1
H -1.813466 7.469648 -3.381714 0.1 -0.2 0.1
H -2.630572 5.458918 -4.603613 0.2 0.0 0.2
H -2.024192 3.183667 -3.817989 0.0 0.2 0.2
H 2.054566 2.696788 -0.000044 0.1 -0.1 -0.1
H 4.397336 2.240364 -0.702595 -0.2 0.0 -0.2
H 4.857896 1.051354 -2.835994 -0.3 0.0 0.1
H 2.942488 0.297056 -4.262807 0.0 0.2 0.2
H 0.635848 0.825408 -3.615980 0.2 0.0 0.3
H 0.154207 -0.852045 -0.753337 0.0 0.1 -0.1
H -0.991465 -3.224034 -1.045527 -0.1 -0.1 -0.2
H -1.902675 -2.392294 0.194904 0.0 0.0 -0.2
H -2.874062 -3.016149 -2.491684 -0.1 0.2 0.2
H -3.754624 -2.384559 -1.081244 0.1 -0.3 -0.2
H -3.800494 -0.277851 -1.935764 0.5 0.0 -0.2
H -2.992076 -0.833453 -3.412302 0.1 0.1 0.3
H -2.368752 4.012459 0.140715 -0.2 -0.3 0.1
H -3.959292 3.641442 2.005279 0.3 -0.1 0.1

[2]
105
Properties=species:S:1:pos:R:3:forces:R:3 method="wB97M-V/def2-TZVPD" e_lumo_ev=-1.629 smiles="CCCc1c(S)cc2c(c1Cl)N(S(=O)(=O)C(F)(F)C(F)(F)C(F)(F)C(F)(F)F)c1c(CN)c(P(O)Cl)c(CSCC)c(C)c1S2.O=C1C=CC(=O)C=C1.O=C1C=CC(=O)C=C1.O=C1C=CC(=O)C=C1" e_tot_ev=-167673.4013 homo_lumo_gap_ev=6.7
C -5.350849 2.912369 4.489993 0.1 0.2 0.2
C -3.828769 2.886241 4.303609 -0.1 0.6 -0.4
C -3.338717 3.929556 3.256186 -0.1 -0.7 0.0
C -2.240650 3.347252 2.403193 0.2 0.4 -0.1
C -0.903233 3.659018 2.687522 0.1 -0.7 -0.7
S -0.412832 4.725120 4.021313 -0.1 0.3 0.1
C 0.085266 3.138178 1.863220 -0.7 0.0 0.2
C -0.235463 2.295046 0.802472 0.5 -0.1 -0.2
C -1.532248 1.899514 0.502975 -0.6 0.3 0.9
C -2.523327 2.484735 1.325900 0.3 0.0 0.4
Cl -4.218361 2.212856 1.069328 0.2 0.0 0.1
N -1.847827 1.003177 -0.588786 0.0 0.3 -0.2
S -2.779756 1.783719 -1.773634 1.7 1.7 -1.1
O -2.239261 1.472813 -3.057117 -0.3 -1.0 0.2
O -2.787481 3.179035 -1.455040 -0.6 -0.3 0.6
C -4.622607 1.281926 -1.859986 -0.3 -0.3 -0.5
F -5.269629 2.443287 -1.832906 0.0 0.3 0.5
F -4.770233 0.843217 -3.105341 0.2 -0.1 -0.3
C -5.303790 0.193427 -0.931381 -0.2 -0.5 -0.1
F -5.631755 -0.852158 -1.724313 0.0 0.0 -0.3
F -4.477173 -0.330833 -0.024103 0.2 0.2 0.4
C -6.643478 0.582937 -0.200199 -0.2 -0.4 0.4
F -6.951211 1.874797 -0.230571 -0.1 0.4 -0.3
F -6.529403 0.250046 1.095003 0.2 -0.2 0.3
C -7.883899 -0.215932 -0.702738 -0.3 1.0 0.5
F -8.935422 0.310032 -0.078110 -0.4 0.2 0.2
F -7.830386 -1.480487 -0.370576 0.3 -0.9 -0.1
F -8.078448 -0.061103 -1.996094 0.0 -0.1 -0.8
C -0.817019 0.098923 -1.102451 0.3 -1.1 -0.4
C -1.130052 -1.104387 -1.773918 -0.1 -0.3 0.1
C -2.554952 -1.527434 -2.027191 -0.3 0.8 0.1
N -3.027254 -1.352606 -3.404372 0.0 0.1 0.3
C -0.112564 -1.988603 -2.212365 0.0 0.1 0.0
P -0.354048 -3.603923 -3.070702 0.3 0.0 0.1
O -1.292803 -3.269379 -4.374282 0.1 0.0 0.1
Cl -1.638067 -4.662020 -1.820496 0.0 0.0 -0.1
C 1.251768 -1.691008 -2.019601 -0.6 0.3 0.1
C 2.372641 -2.612690 -2.429820 0.0 0.1 0.2
S 3.027651 -3.569074 -1.018443 0.4 0.0 0.0
C 2.186091 -5.169919 -1.020855 -0.5 -0.1 0.1
C 1.403517 -5.402276 0.263389 -0.2 0.0 0.1
C 1.571408 -0.490804 -1.374394 0.1 -0.3 -0.2
C 3.008873 -0.110334 -1.107387 -0.8 0.1 0.6
C 0.552087 0.363054 -0.941319 0.0 0.4 0.2
S 1.151135 1.822628 -0.164343 -0.3 0.1 -0.1
H -5.617932 3.011007 5.538573 -0.1 -0.2 0.1
H -5.824594 2.023310 4.087222 -0.1 -0.2 0.0
H -5.804536 3.763949 3.989223 0.0 0.1 -0.1
H -3.509231 1.903793 3.970792 0.0 -0.2 0.1
H -3.317594 3.116503 5.233771 0.1 -0.2 0.2
H -2.979720 4.819997 3.754331 0.0 0.1 0.1
H -4.175595 4.220817 2.634339 -0.1 0.1 -0.2
H 0.211964 3.815427 4.781051 0.0 -0.1 -0.1
H 1.109505 3.410472 2.061816 0.2 -0.1 -0.1
H -3.157275 -0.910581 -1.375126 0.0 -0.1 0.1
H -2.706817 -2.547391 -1.696723 0.0 0.0 0.1
H -2.263997 -1.065489 -3.994904 -0.1 0.0 -0.2
H -3.411424 -2.212937 -3.759647 0.2 -0.1 -0.1
H -0.807462 -3.641482 -5.119293 -0.2 -0.1 -0.2
H 3.226790 -2.027800 -2.742867 0.1 0.1 -0.2
H 2.115915 -3.238023 -3.272194 0.0 -0.3 0.1
H 1.522730 -5.199674 -1.880341 0.0 0.0 -0.1
H 2.896878 -5.980453 -1.145924 0.4 0.2 -0.1
H 1.236968 -6.465321 0.423560 0.0 -0.1 0.0
H 0.431556 -4.917841 0.245601 -0.1 0.1 -0.1
H 1.929248 -5.011306 1.130572 0.2 0.0 0.1
H 3.300741 0.772203 -1.669908 0.2 -0.1 -0.2
H 3.694370 -0.929337 -1.235284 0.3 0.0 -0.3
H 3.069862 0.168623 -0.056212 0.2 0.1 0.1
O 7.627332 1.741281 4.165710 0.0 0.0 0.1
C 7.226990 1.491945 3.049558 0.1 0.0 0.0
C 7.676613 2.281554 1.876278 0.0 0.0 0.0
C 7.236113 2.008320 0.651533 0.0 0.0 0.0
C 6.278860 0.901509 0.407155 0.0 0.0 0.0
O 5.875411 0.650038 -0.708161 0.1 0.0 0.0
C 5.829639 0.109943 1.580712 0.0 0.0 0.0
C 6.270114 0.383518 2.805319 0.0 0.0 0.0
H 8.376932 3.081616 2.077728 0.0 0.0 0.0
H 7.549932 2.570815 -0.218416 0.0 0.0 0.0
H 5.131752 -0.693697 1.379720 0.0 0.0 0.0
H 5.957768 -0.180256 3.675167 0.0 0.0 0.0
O 12.456018 -0.808622 8.195660 0.0 0.0 0.0
C 12.075697 -0.518913 7.082274 0.0 0.0 0.0
C 12.521327 -1.288879 5.892587 0.0 0.0 -0.1
C 12.106016 -0.971400 4.669644 0.0 0.0 0.0
C 11.178631 0.165582 4.441956 0.0 0.0 0.0
O 10.799384 0.451980 3.326015 0.0 0.0 0.0
C 10.733501 0.935471 5.630519 0.0 0.1 0.0
C 11.148350 0.617116 6.853695 0.0 0.0 0.0
H 13.196604 -2.113585 6.081608 0.0 0.0 0.0
H 12.418313 -1.518412 3.789122 0.0 0.0 0.0
H 10.055586 1.758283 5.440112 0.0 0.0 0.0
H 10.834757 1.163320 7.734024 0.0 0.0 0.0
O -5.339388 0.573810 -6.864178 0.0 0.0 0.0
C -6.336799 -0.092848 -6.698805 0.0 0.0 0.0
C -7.240884 -0.417945 -7.831887 0.0 0.0 0.0
C -8.337355 -1.148898 -7.652857 0.0 0.0 0.0
C -8.704020 -1.672760 -6.313016 0.0 0.0 0.0
O -9.702170 -2.341269 -6.151698 0.0 0.0 0.0
C -7.801787 -1.347409 -5.180446 0.1 0.0 0.0
C -6.703937 -0.616236 -5.357724 0.0 0.0 0.1
H -6.954362 -0.026969 -8.799875 0.0 0.0 0.0
H -9.009962 -1.397235 -8.463985 0.0 0.0 0.0
H -8.088031 -1.738475 -4.212417 0.0 0.0 0.0
H -6.030763 -0.368693 -4.546330 0.0 0.0 -0.1